(1)
Below is C50H44GeIInN2O5P as an isolated structure, with properties calculated with ωB97M-V/def2-TZVPD.

Multiplicity ... 2
HOMO-LUMO gap (spin up / spin down) ... 6.5 / 7.8 eV
Charge ... 0
Energy above the lowest of the compared OMol25 structures with the same formula, charge and spin ... 2.1 kJ/mol
Expectation value of S² ... 0.757
HOMO energy (spin up / spin down) ... -0.219 / -0.286 Ha

Geometry (Å):
In -1.96 0.24 0.77
C -4.24 3.18 3.94
O -2.84 3.00 4.18
C -2.12 2.62 3.11
O -2.60 2.44 2.01
N -0.81 2.53 3.43
N 0.08 1.95 2.51
H -4.64 3.63 4.84
H -4.71 2.22 3.74
H -4.39 3.84 3.08
H -0.60 2.47 4.42
H 0.21 0.96 2.73
H 0.97 2.43 2.56
I -3.79 2.11 -1.27
C -4.15 0.40 -2.39
C -4.86 0.57 -3.54
C -5.22 -0.54 -4.33
C -4.85 -1.79 -3.93
C -4.10 -1.99 -2.75
C -3.72 -3.30 -2.37
C -3.02 -3.52 -1.23
C -2.64 -2.43 -0.42
C -2.96 -1.14 -0.75
C -3.72 -0.88 -1.93
H -5.16 1.56 -3.85
H -5.80 -0.40 -5.23
H -5.14 -2.66 -4.51
H -4.02 -4.12 -3.01
H -2.73 -4.53 -0.95
H -2.08 -2.63 0.49
O -3.19 -1.41 2.44
C -2.08 -1.42 3.01
O -1.28 -0.44 3.06
C -1.50 -2.67 3.60
C -2.18 -3.47 4.50
C -1.53 -4.56 5.07
C -0.20 -4.83 4.73
C 0.45 -4.04 3.79
C -0.21 -2.96 3.21
P 0.49 -1.92 1.86
C 1.63 -3.12 1.06
C 2.98 -2.91 0.82
C 3.72 -3.83 0.08
C 3.12 -4.97 -0.43
C 1.77 -5.18 -0.20
C 1.03 -4.27 0.53
C 1.58 -0.73 2.71
C 1.55 -0.52 4.09
C 2.27 0.52 4.66
C 3.05 1.36 3.87
C 3.07 1.17 2.49
C 2.34 0.14 1.92
H -3.20 -3.24 4.76
H -2.04 -5.18 5.79
H 0.31 -5.67 5.18
H 1.46 -4.29 3.49
H 3.48 -2.04 1.22
H 4.78 -3.65 -0.08
H 3.70 -5.68 -1.00
H 1.28 -6.06 -0.60
H -0.03 -4.44 0.68
H 0.93 -1.16 4.71
H 2.23 0.67 5.73
H 3.61 2.16 4.32
H 3.65 1.83 1.86
H 2.32 0.04 0.84
C -2.24 3.80 -4.59
C -2.03 2.43 -4.64
C -1.02 1.86 -3.90
C -0.19 2.64 -3.09
C -0.40 4.02 -3.06
C -1.42 4.60 -3.79
Ge 1.18 1.78 -2.04
C 1.87 2.93 -0.66
C 1.00 3.66 0.15
C 1.50 4.53 1.12
C 2.87 4.67 1.29
C 3.75 3.96 0.48
C 3.25 3.10 -0.49
C 2.59 1.00 -3.11
C 2.61 1.18 -4.49
C 3.58 0.56 -5.27
C 4.53 -0.25 -4.67
C 4.53 -0.44 -3.30
C 3.56 0.19 -2.52
H -3.04 4.26 -5.16
H -2.67 1.81 -5.26
H -0.88 0.78 -3.92
H 0.24 4.65 -2.45
H -1.59 5.67 -3.75
H -0.07 3.55 0.04
H 0.81 5.09 1.74
H 3.26 5.35 2.04
H 4.82 4.08 0.60
H 3.94 2.56 -1.13
H 1.87 1.81 -4.96
H 3.60 0.72 -6.34
H 5.28 -0.75 -5.28
H 5.27 -1.07 -2.83
H 3.56 0.04 -1.45
C 0.49 -0.89 -1.72
O 0.30 0.43 -1.25
H -0.36 -1.50 -1.41
H 1.40 -1.34 -1.32
H 0.54 -0.93 -2.82

=====

(2)
Below is C40H43FIN5O3Sr as an isolated structure, with properties calculated with ωB97M-V/def2-TZVPD.

HOMO-LUMO gap ... 6.6 eV
Charge ... 0
Energy above the lowest of the compared OMol25 structures with the same formula, charge and spin ... 0.0 kJ/mol
HOMO energy ... -0.239 Ha

Geometry (Å):
Sr -0.02 0.21 0.84
C 4.23 -0.64 2.99
C 3.83 -1.80 2.14
N 4.42 -2.95 2.32
C 4.06 -4.01 1.55
C 3.11 -3.93 0.57
C 2.78 -5.16 -0.22
O 1.43 -5.59 -0.06
C 2.43 -2.70 0.36
C 1.47 -2.61 -0.71
N 0.62 -1.66 -0.91
C -0.24 -1.77 -2.02
C -0.99 -2.92 -2.25
C -1.88 -2.99 -3.31
C -2.03 -1.90 -4.16
C -1.28 -0.75 -3.95
C -0.40 -0.69 -2.88
I 0.75 1.04 -2.61
C 2.77 -1.59 1.17
O 2.22 -0.44 1.10
H 5.14 -0.89 3.55
H 3.44 -0.39 3.71
H 4.40 0.25 2.38
H 4.58 -4.94 1.75
H 3.47 -5.96 0.06
H 2.90 -5.00 -1.30
H 1.28 -5.71 0.89
H 1.48 -3.43 -1.43
H -0.88 -3.76 -1.57
H -2.45 -3.89 -3.47
H -2.72 -1.95 -4.99
H -1.39 0.10 -4.61
C -2.92 0.59 4.77
C -2.80 1.81 3.84
C -4.02 2.72 4.04
C -1.50 2.56 4.05
C -1.11 2.91 5.34
C 0.09 3.55 5.58
C 0.91 3.86 4.51
C 0.56 3.55 3.20
C 1.52 3.99 2.10
C 2.03 2.87 1.19
C 0.95 5.13 1.27
C -0.66 2.89 2.96
N -0.99 2.44 1.67
C -1.94 3.12 0.98
C -2.49 4.38 1.31
C -3.43 5.00 0.50
C -3.88 4.42 -0.68
C -3.36 3.18 -1.04
C -2.44 2.59 -0.23
F -1.95 1.35 -0.59
H -3.82 0.01 4.52
H -3.02 0.89 5.81
H -2.05 -0.06 4.69
H -2.80 1.45 2.81
H -4.04 3.11 5.06
H -4.95 2.16 3.87
H -4.00 3.56 3.34
H -1.76 2.66 6.18
H 0.38 3.82 6.59
H 1.85 4.37 4.69
H 2.40 4.38 2.63
H 1.28 2.63 0.43
H 2.31 1.97 1.73
H 2.92 3.21 0.65
H 0.09 4.80 0.68
H 1.71 5.51 0.58
H 0.62 5.96 1.90
H -2.16 4.86 2.22
H -3.82 5.97 0.81
H -4.60 4.92 -1.30
H -3.66 2.68 -1.95
C -4.26 -1.38 1.76
C -2.79 -1.70 1.79
O -2.02 -1.19 0.99
N -2.37 -2.56 2.73
C -0.96 -2.89 2.90
C -0.28 -1.96 3.88
C -0.12 -2.32 5.20
C 0.47 -1.42 6.08
C 0.90 -0.20 5.60
C 0.71 0.08 4.25
N 0.12 -0.77 3.40
H -4.65 -1.62 0.77
H -4.38 -0.31 1.90
H -4.83 -1.92 2.52
H -3.03 -2.90 3.41
H -0.47 -2.82 1.92
H -0.88 -3.92 3.25
H -0.46 -3.29 5.54
H 0.60 -1.68 7.12
H 1.36 0.54 6.23
H 1.04 1.03 3.84

=====

(3)
Below is one molecule with the formula C22H20ClFN2O3, with properties calculated with ωB97M-V/def2-TZVPD.

HOMO-LUMO gap ... 8.2 eV
Charge ... 0
Energy above the lowest of the compared OMol25 structures with the same formula, charge and spin ... 0.0 kJ/mol
SMILES ... O=C(N[C@H]1COCC[C@@H]1O)c1cc(Cc2ccc(Cl)nc2)c2ccccc2c1F
HOMO energy ... -0.310 Ha

Geometry (Å):
O -0.52 -2.00 -0.95
C 0.14 -1.65 0.00
N 0.76 -2.67 0.71
C 0.85 -4.12 0.33
C -0.50 -4.85 0.10
O -0.22 -6.29 0.01
C 0.59 -6.59 -1.12
C 1.95 -5.88 -0.98
C 1.75 -4.38 -0.90
O 3.05 -3.77 -0.75
C 0.28 -0.20 0.38
C -0.13 0.72 -0.56
C -0.01 2.10 -0.40
C -0.36 3.00 -1.58
C -1.65 3.76 -1.31
C -1.84 5.03 -1.86
C -3.05 5.68 -1.63
C -4.01 5.11 -0.80
Cl -5.50 5.92 -0.30
N -3.85 3.87 -0.31
C -2.70 3.24 -0.54
C 0.41 2.60 0.87
C 0.40 3.96 1.21
C 0.82 4.40 2.46
C 1.32 3.53 3.40
C 1.29 2.14 3.13
C 0.84 1.68 1.84
C 0.81 0.28 1.58
F 1.30 -0.57 2.51
H 1.37 -2.35 1.44
H 1.34 -4.60 1.18
H -1.20 -4.66 0.92
H -1.01 -4.49 -0.80
H 0.75 -7.67 -1.19
H 0.10 -6.24 -2.02
H 2.44 -6.29 -0.07
H 2.55 -6.14 -1.86
H 1.29 -4.00 -1.80
H 3.59 -3.91 -1.57
H -0.47 0.32 -1.51
H 0.47 3.69 -1.75
H -0.52 2.44 -2.53
H -1.05 5.47 -2.45
H -3.27 6.68 -2.01
H -2.59 2.26 -0.02
H 0.03 4.68 0.47
H 0.81 5.47 2.71
H 1.63 3.86 4.39
H 1.55 1.44 3.91

=====

(4)
Below is one molecule with the formula C7H8O3, with properties calculated with ωB97M-V/def2-TZVPD.

HOMO-LUMO gap ... 8.8 eV
Charge ... 0
Energy above the lowest of the compared OMol25 structures with the same formula, charge and spin ... 142.6 kJ/mol
SMILES ... Cc1cc(O)c(C)c(=O)o1
HOMO energy ... -0.304 Ha

Geometry (Å):
C 0.03 3.21 -0.01
C 0.08 1.63 -0.09
C 0.63 0.85 -1.13
C 0.51 -0.59 -1.04
O 1.09 -1.22 -2.04
C -0.08 -1.20 0.03
C -0.26 -2.70 0.19
C -0.49 -0.31 1.18
O -1.04 -0.67 2.15
O -0.46 1.19 1.02
H 0.94 3.69 0.28
H -0.16 3.60 -1.03
H -0.75 3.20 0.71
H 1.05 1.23 -2.02
H 0.54 -1.91 -2.45
H -1.27 -3.19 0.46
H -0.01 -3.16 -0.77
H 0.35 -3.16 1.05